Density functional theory data (ωB97M-V with the def2-TZVPD basis set) for a cluster of 2 separate species, CBrClFNO2 in total at a distorted geometry.

Output
E_LUMO (spin up / spin down)   -2.209 / -3.487 eV
Kohn-Sham gap (spin up / spin down)   9.0566 / 6.3108 eV
E_HOMO (spin up / spin down)   -11.3 / -9.8 eV

Structure (ORCA input):
```
! RIJCOSX wB97M-V def2-TZVPD def2/J DEFGRID3
* xyz 0 1
Cl 1.67 1.30 1.62
O -0.25 -0.82 -0.96
C 0.79 0.07 0.90
Br -4.03 -0.68 -1.40
N 0.60 -0.01 -0.55
F 0.03 -0.67 1.67
O 1.19 0.81 -1.28
*
```

***

Density functional theory data (ωB97M-V with the def2-TZVPD basis set) for the molecule C4H11NO.

Output
E_LUMO   0.937 eV
Kohn-Sham gap   9.6922 eV
SMILES   CN[C@@H](C)CO
E_HOMO   -8.8 eV

Structure (ORCA input):
```
! RIJCOSX wB97M-V def2-TZVPD def2/J DEFGRID3
* xyz 0 1
O -2.54 -0.21 0.89
H 1.52 -1.01 0.65
C -0.40 0.49 -0.08
H 2.66 0.07 -0.22
C -1.14 -0.41 0.91
C -0.28 -0.15 -1.48
H 0.33 -1.06 -1.45
H -0.78 -0.15 1.91
H 0.17 0.55 -2.18
N 0.86 0.99 0.46
H -2.87 -0.48 0.03
H -1.25 -0.41 -1.89
C 1.93 -0.01 0.59
H -1.00 1.39 -0.23
H 2.48 0.12 1.53
H 1.20 1.74 -0.13
H -0.88 -1.45 0.71
*
```

***

Density functional theory data (ωB97M-V with the def2-TZVPD basis set) for the ion C12H14ClO2 with charge -1 at a distorted geometry.

Output
E_LUMO   3.369 eV
Kohn-Sham gap   7.2173 eV
SMILES   CC(C)(C)[C@](Cl)(C(=O)[O-])c1ccccc1
E_HOMO   -3.8 eV

Structure (ORCA input):
```
! RIJCOSX wB97M-V def2-TZVPD def2/J DEFGRID3
* xyz -1 1
H -2.76 0.42 1.66
H -1.95 2.90 0.57
C -1.34 0.35 -1.49
Cl 0.16 1.62 2.11
O 2.34 2.31 0.15
H -1.49 -0.70 1.27
C 0.86 -0.34 0.43
C 1.08 -1.18 1.58
C -1.76 2.39 -0.32
C 1.38 -0.79 -0.79
H 2.57 -3.94 0.30
H -0.60 0.92 -2.15
H -2.95 -0.70 0.36
C 1.63 -2.50 1.52
H 0.63 -0.75 2.54
O 0.98 2.13 -1.60
H -2.28 0.20 -1.98
C 2.14 -2.88 0.30
C -1.28 0.93 -0.06
H -0.92 -0.76 -1.58
H -2.62 2.32 -0.99
C 0.16 0.91 0.50
H 1.33 -0.36 -1.77
C 2.03 -2.01 -0.82
H -0.94 3.01 -0.66
H 2.61 -2.35 -1.76
C -2.15 0.02 0.84
C 1.35 2.02 -0.48
H 1.80 -3.20 2.31
*
```